DFT (wB97M-V/def2-TZVPD) results for a molecular structure, C18H26N3O8P2Pb at a distorted geometry.

CARTESIAN COORDINATES (ANGSTROEM)
Pb1 0.1267 -0.8774 0.3016
P1 -0.0522 -1.1093 -2.5609
C1 1.6273 -1.8105 -2.7135
C2 2.6873 -0.8716 -2.1891
N1 2.5639 -0.4345 -0.9144
C3 3.4697 0.4127 -0.3951
C4 4.5377 0.8844 -1.1595
C5 4.6877 0.4387 -2.4732
C6 3.7612 -0.4638 -2.9886
C7 3.3376 0.8613 1.0457
P2 2.2071 -0.2153 1.9974
H1 3.7960 -0.8377 -4.0118
H2 5.2361 1.5749 -0.6835
H3 5.5107 0.7928 -3.0923
H4 4.3264 0.8598 1.5307
H5 2.9426 1.8892 1.0856
H6 1.6997 -2.8203 -2.0692
H7 1.7921 -2.0813 -3.7632
H8 1.8034 -3.8801 -0.2514
O1 2.0270 -3.9932 -1.2709
H9 1.5358 -4.7661 -1.5905
H10 0.9726 -2.8086 1.4411
O2 1.4506 -3.6544 1.1707
H11 0.9263 -4.3686 1.5720
C8 3.3863 -1.4506 2.6461
H12 4.1539 -0.9421 3.2522
H13 2.8485 -2.1766 3.2748
H14 3.8645 -1.9885 1.8126
C9 1.7154 0.7567 3.4483
H15 0.9587 0.1753 3.9983
H16 2.5813 0.9582 4.0995
H17 1.2514 1.6969 3.1138
C10 0.0785 0.5569 -3.2920
H18 0.1458 0.4786 -4.3861
H19 -0.8238 1.1250 -3.0243
H20 0.9591 1.0963 -2.9184
C11 -1.0636 -2.0215 -3.7617
H21 -2.1162 -1.8186 -3.5223
H22 -0.8528 -1.6810 -4.7832
H23 -0.8753 -3.0988 -3.6698
O3 -1.1284 1.2305 -0.0942
C12 -1.6850 1.0660 1.0474
O4 -1.1588 0.3458 1.9727
C13 -3.0582 1.6242 1.2863
C14 -3.8343 1.1011 2.3310
C15 -5.1752 1.5082 2.4884
C16 -5.7438 2.4504 1.6182
C17 -4.9700 2.9548 0.5637
C18 -3.6337 2.5290 0.3788
N2 -5.5508 3.9227 -0.3300
O5 -6.7326 4.2749 -0.1196
O6 -4.8681 4.3720 -1.2752
N3 -5.9416 0.8995 3.5455
O7 -5.3599 0.0357 4.2434
O8 -7.1278 1.2375 3.7290
H24 -3.3957 0.3736 3.0093
H25 -6.7654 2.7851 1.7570
H26 -3.0556 2.9017 -0.4572

multiplicity	1
Kohn-Sham gap	0.2640	hartree
relative energy (zero: lowest compared OMol25 entry of this formula, charge and spin)	0.0	kcal/mol
energy	-2342.8785	hartree
charge	+1